13 unconnected molecules or ions with the total composition C23H65BClN24O13 in a non-equilibrium geometry, computed with ωB97M-V/def2-TZVPD.

The geometry in XYZ format:
```
127
Properties=species:S:1:pos:R:3:lowdin_charge:R:1
C -3.02882 4.22813 -1.79234 -0.07
C -2.01751 3.20787 -2.22662 -0.30
C -0.88756 3.63080 -2.86029 -0.07
C 0.02099 2.70031 -3.29236 -0.05
C -0.15787 1.35773 -3.10891 -0.13
C 0.88449 0.36656 -3.62931 -0.33
C 0.44860 -0.17179 -5.00706 -0.04
C 2.25789 1.05311 -3.78086 -0.09
C -1.30402 0.92765 -2.44495 -0.27
O -1.65351 -0.36662 -2.20489 -0.08
C -0.90869 -1.12344 -1.20423 -0.25
B -0.41420 -0.27677 0.09381 -0.79
Cl 0.30481 -1.59118 1.35017 0.33
C -2.19899 1.88102 -2.02698 0.01
H -2.65669 5.22802 -1.95356 0.06
H -3.90390 4.14376 -2.43155 0.06
H -3.36309 4.07104 -0.77336 0.08
H -0.71531 4.67721 -3.04362 0.10
H 0.88657 3.06262 -3.81438 0.10
H 1.02457 -0.42174 -2.90459 0.11
H 0.98780 -1.09591 -5.18127 0.07
H -0.61698 -0.35847 -4.98438 0.07
H 0.69793 0.59136 -5.73378 0.07
H 2.42865 1.61109 -2.86826 0.08
H 3.03274 0.29525 -3.81091 0.06
H 2.25743 1.70463 -4.64708 0.07
H -0.11406 -1.70674 -1.66507 0.08
H -1.62516 -1.86792 -0.86001 0.06
H -1.27389 0.38501 0.63227 0.01
H 0.51932 0.44501 -0.17204 0.01
H -3.09822 1.55978 -1.52468 0.13
C -5.29085 6.89751 -0.41101 -0.66
O -5.05801 6.09405 -1.29835 0.01
N -5.71491 6.51541 0.83132 0.16
N -5.14224 8.24514 -0.58964 0.15
H -5.90894 7.15854 1.57406 0.09
H -5.82939 5.53297 0.99548 0.10
H -4.82923 8.55515 -1.49004 0.10
H -5.32398 8.92345 0.12428 0.09
C -7.93516 3.03541 -2.76241 -0.68
O -8.42791 1.91779 -2.82651 0.00
N -8.29548 4.03855 -3.62119 0.15
N -6.99588 3.38083 -1.84308 0.17
H -7.90247 4.95979 -3.58878 0.09
H -8.98479 3.82435 -4.31532 0.10
H -6.69970 2.67383 -1.19683 0.11
H -6.58619 4.29824 -1.78536 0.07
C -3.01635 1.93679 -7.41215 -0.69
O -2.43493 2.63152 -8.22893 0.01
N -2.87040 2.08992 -6.06698 0.17
N -3.87440 0.93281 -7.78944 0.14
H -3.36244 1.53159 -5.39467 0.10
H -2.26795 2.81992 -5.73227 0.10
H -4.00551 0.78887 -8.77159 0.09
H -4.36174 0.34686 -7.13933 0.09
C -10.27245 -1.73776 -3.96883 -0.69
O -10.79399 -2.83619 -4.06582 0.01
N -10.59604 -0.69357 -4.79747 0.14
N -9.32585 -1.43917 -3.03629 0.16
H -10.17565 0.21469 -4.72632 0.08
H -11.28801 -0.86374 -5.50081 0.09
H -9.05272 -2.16648 -2.40381 0.10
H -8.89578 -0.53194 -2.95353 0.07
C 4.06269 -1.68218 -1.34246 -0.68
O 3.48265 -0.61027 -1.36440 0.03
N 5.06399 -1.99296 -2.23336 0.15
N 3.77881 -2.65741 -0.43365 0.17
H 5.56242 -2.86962 -2.23476 0.07
H 5.29683 -1.29889 -2.92063 0.10
H 3.03836 -2.46047 0.22637 0.07
H 4.24856 -3.54322 -0.40774 0.09
C 1.91082 -0.84746 5.64759 -0.68
O 2.25087 -0.57337 6.80118 -0.02
N 2.56022 -1.78570 4.89984 0.17
N 0.86994 -0.24782 5.03150 0.19
H 2.29562 -2.02469 3.95882 0.09
H 3.33140 -2.26225 5.32926 0.10
H 0.36607 0.44610 5.55034 0.11
H 0.57843 -0.46223 4.09083 0.07
C 6.50299 0.13950 5.25785 -0.68
O 7.26964 0.80931 5.93123 0.01
N 6.82757 -0.29612 4.00006 0.14
N 5.26625 -0.23440 5.69589 0.16
H 6.21859 -0.84836 3.42718 0.09
H 7.73245 -0.04647 3.64596 0.10
H 4.99207 0.05882 6.61440 0.09
H 4.62056 -0.78507 5.15574 0.05
C -2.45353 -5.21080 1.45368 -0.69
O -3.04608 -6.27423 1.32958 -0.01
N -2.60864 -4.17352 0.58133 0.16
N -1.58400 -4.96786 2.47740 0.16
H -2.12615 -3.29673 0.67325 0.05
H -3.23732 -4.30775 -0.18661 0.10
H -1.44053 -5.70315 3.14181 0.10
H -1.09011 -4.09994 2.59214 0.06
C -1.66271 -2.41561 6.83431 -0.68
O -1.32610 -3.16472 5.93666 0.02
N -2.93162 -2.42530 7.35870 0.14
N -0.80708 -1.50617 7.39034 0.16
H -3.23161 -1.81954 8.09700 0.08
H -3.58119 -3.08133 6.96902 0.10
H 0.12612 -1.48054 7.02519 0.05
H -1.05954 -0.87977 8.12957 0.09
C 7.89106 0.45616 -1.43975 -0.68
O 8.24946 -0.30688 -2.32744 0.00
N 6.69547 0.33749 -0.80854 0.18
N 8.67877 1.49517 -1.01299 0.14
H 6.38779 0.95624 -0.08186 0.10
H 6.09206 -0.41700 -1.09328 0.05
H 9.56813 1.61087 -1.45996 0.10
H 8.40704 2.13535 -0.29035 0.09
C 3.52071 -2.26417 10.24524 -0.69
O 2.93529 -3.32627 10.13213 0.02
N 3.36278 -1.23204 9.36955 0.15
N 4.39728 -2.02458 11.27937 0.13
H 3.84105 -0.35677 9.45825 0.09
H 2.73071 -1.36163 8.59366 0.06
H 4.53708 -2.76369 11.94052 0.09
H 4.89326 -1.16288 11.39702 0.08
C 7.92084 -4.81596 -3.16412 -0.68
O 6.72318 -4.95352 -2.96729 0.01
N 8.76379 -5.89137 -3.26931 0.14
N 8.51355 -3.59546 -3.29307 0.17
H 9.74858 -5.80980 -3.42993 0.09
H 8.35670 -6.80236 -3.17804 0.10
H 7.92978 -2.77977 -3.21675 0.08
H 9.49395 -3.46747 -3.45080 0.09
```

Calculated values
* HOMO-LUMO gap: 7.1 eV
* LUMO level: 0.05484 Ha
* HOMO: -0.207 Ha
* E_tot: -100500.492 eV
* charge: -1


A molecular structure, C34H42N4O3P2PbS in a non-equilibrium geometry, computed with ωB97M-V/def2-TZVPD.

The geometry in XYZ format:
```
87
Properties=species:S:1:pos:R:3:lowdin_charge:R:1
Pb 0.00052 1.15613 -0.24988 1.31
C -2.04864 1.86316 -7.93529 -0.10
C -2.11355 0.62990 -7.41071 -0.14
C -1.37836 -0.55941 -7.94879 -0.18
C 0.04162 -0.24577 -8.51556 -0.19
C 0.87210 0.60530 -7.59024 -0.13
C 0.93167 1.94245 -7.60375 -0.11
C 0.21694 2.79839 -8.62733 -0.18
C -1.17459 2.32302 -9.06524 -0.20
C 1.67528 0.87416 1.28172 -0.20
H -2.70321 2.66134 -7.56205 0.10
H -2.90574 0.40043 -6.69010 0.08
H -2.00821 -0.99660 -8.75139 0.13
H -1.26052 -1.34033 -7.17706 0.10
H 0.55669 -1.22720 -8.62447 0.12
H -0.04237 0.19817 -9.52512 0.10
H 1.50578 0.00470 -6.91583 0.09
H 1.65812 2.45879 -6.95147 0.10
H 0.88247 2.87066 -9.51204 0.13
H 0.09861 3.82524 -8.23899 0.11
H -1.68998 3.20454 -9.49137 0.12
H -1.10840 1.58007 -9.87457 0.10
H 1.07013 1.50313 1.96881 -0.01
H 2.63808 1.32792 0.98684 0.04
H 1.72909 -0.13990 1.71130 0.01
P 1.63066 -0.56168 -1.80108 0.96
P -1.50062 -0.88221 -1.81711 0.99
N 2.65463 0.81066 -2.26656 -0.26
N 2.88390 -1.70376 -1.37531 -0.24
N -2.35184 0.39495 -2.72668 -0.23
N -2.91182 -1.83773 -1.43038 -0.26
C 0.84902 -1.09109 -3.37467 -0.33
C -0.54791 -1.74908 -3.13355 -0.33
C 2.56592 2.14899 -1.86177 -0.20
C 3.48458 2.90032 -2.57909 -0.05
C 4.17347 2.00685 -3.45434 -0.04
C 3.65122 0.73768 -3.23521 -0.11
C 3.74599 -1.64289 -0.25779 -0.11
C 4.36627 -2.87164 -0.11311 -0.05
C 3.88644 -3.72818 -1.15374 -0.05
C 2.97274 -2.99678 -1.89899 -0.12
C -2.56423 1.70722 -2.26071 -0.17
C -2.85864 2.53041 -3.33748 -0.02
C -2.85014 1.71701 -4.50827 -0.03
C -2.54244 0.42506 -4.10334 -0.11
C -4.01336 -2.16558 -2.21652 -0.12
C -4.85333 -3.00152 -1.49341 -0.06
C -4.26069 -3.20369 -0.21098 -0.05
C -3.07360 -2.47727 -0.18117 -0.11
H 1.48330 -1.79696 -3.92365 0.09
H 0.74790 -0.20331 -4.02038 0.10
H -1.10825 -1.87236 -4.06994 0.08
H -0.41986 -2.76833 -2.73681 0.10
H 1.87098 2.49110 -1.11431 0.01
H 3.62506 3.96725 -2.48168 0.11
H 4.94561 2.27931 -4.15276 0.11
H 3.87504 -0.20828 -3.69909 0.12
H 3.75944 -0.76681 0.36800 0.09
H 5.08163 -3.14894 0.64895 0.11
H 4.16805 -4.74613 -1.33313 0.11
H 2.31416 -3.27858 -2.69902 0.09
H -2.48501 1.95553 -1.21544 0.05
H -3.05677 3.59352 -3.31263 0.12
H -3.03327 2.02969 -5.52282 0.08
H -2.40157 -0.47119 -4.68398 0.10
H -4.08579 -1.77614 -3.22755 0.10
H -5.77944 -3.42766 -1.84727 0.11
H -4.64036 -3.80420 0.58967 0.10
H -2.34021 -2.32561 0.58804 0.06
C 0.63159 1.08013 8.05873 0.01
C 0.18772 0.60334 6.70495 -0.17
C 0.14410 -0.76656 6.39008 0.04
C -0.29271 -1.20187 5.14366 0.03
C -0.64830 -0.25942 4.15749 -0.16
C -0.68991 1.10026 4.48545 0.00
C -0.24282 1.51472 5.72881 0.04
S -1.08044 -0.81360 2.50761 0.46
O 0.08744 -1.44183 1.89884 -0.33
O -2.18303 -1.71026 2.78940 -0.23
O -1.46776 0.40896 1.72430 -0.48
H -0.01479 0.68842 8.86043 0.12
H 1.66266 0.76440 8.27698 0.12
H 0.59338 2.18075 8.09611 0.10
H 0.47156 -1.47427 7.16194 0.15
H -0.34120 -2.25837 4.94573 0.14
H -1.04851 1.80960 3.75093 0.12
H -0.21446 2.58413 5.98740 0.15
```

Calculated values
* HOMO-LUMO gap (spin up / spin down): 3.4 / 2.8 eV
* LUMO level (spin up / spin down): -0.33893 / -0.36064 Ha
* HOMO (spin up / spin down): -0.463 / -0.463 Ha
* E_tot: -82681.611 eV
* charge: +2


A molecular structure, C30H44BCoF5N2OP2Se, computed with ωB97M-V/def2-TZVPD.

The geometry in XYZ format:
```
87
Properties=species:S:1:pos:R:3:lowdin_spin:R:1
Co 2.00383 -0.91199 -1.52160 1.28
C 0.82585 0.72081 4.74279 0.00
C 0.35850 -0.47105 3.90016 0.00
C -0.18315 -1.57039 4.81676 0.00
C -0.80516 0.03605 3.02634 0.00
P 1.75856 -0.84973 2.68407 0.00
C 1.11554 -2.35830 1.79037 0.00
N 0.18620 -2.04643 0.72811 -0.01
B 0.41846 -1.12138 -0.39518 -0.10
N -0.96165 -0.89930 -0.87776 -0.02
C -1.37882 0.18709 -1.73120 0.00
P -0.93468 1.82348 -0.94430 0.00
C 0.13086 2.76171 -2.18859 0.00
C 0.97276 3.71813 -1.32621 0.00
C -0.56176 3.55740 -3.29579 0.00
C 1.09216 1.78075 -2.85777 0.01
C -2.62441 2.64138 -0.83768 0.00
C -3.52239 2.60700 -2.07970 0.00
C -2.44790 4.08550 -0.35754 0.00
C -3.33246 1.88092 0.29841 0.00
C -1.85696 -1.68730 -0.19443 0.00
C -3.22233 -1.86501 -0.33679 0.00
C -3.88342 -2.77346 0.49984 0.00
C -3.18285 -3.48992 1.45526 0.00
C -1.80086 -3.31780 1.60554 0.00
C -1.14110 -2.41300 0.79176 0.00
C 3.20787 -1.59428 3.68633 0.00
C 4.25991 -0.47662 3.69733 0.00
C 3.82369 -2.80580 2.97923 0.00
C 2.91747 -2.01075 5.12897 0.00
H -0.00448 1.08514 5.35935 0.00
H 1.15549 1.53649 4.09807 0.00
H 1.65225 0.46879 5.40964 0.00
H -1.14818 -1.25635 5.23211 0.00
H 0.47903 -1.78615 5.65489 0.00
H -0.35946 -2.49848 4.26981 0.00
H -1.50717 0.58710 3.66456 0.00
H -1.35429 -0.78116 2.56565 0.00
H -0.46800 0.70618 2.22993 0.00
H 0.63914 -3.06452 2.47574 0.00
H 1.98846 -2.83717 1.35311 0.00
H -2.46250 0.15081 -1.83462 0.00
H -0.95574 0.06962 -2.72925 0.00
H 0.34977 4.42485 -0.77190 0.00
H 1.65040 4.28967 -1.96861 0.00
H 1.57231 3.15664 -0.61005 0.00
H -1.27420 4.29644 -2.92887 0.00
H -1.07840 2.89832 -3.99673 0.00
H 0.20416 4.09359 -3.86672 0.00
H 1.58258 1.10644 -2.13971 0.00
H 1.88519 2.34231 -3.36149 0.00
H 0.59100 1.16861 -3.60582 0.00
H -4.37636 3.27946 -1.93811 0.00
H -3.00988 2.90891 -2.98949 0.00
H -3.92871 1.60818 -2.24381 0.00
H -3.41913 4.48887 -0.04980 0.00
H -1.77717 4.12600 0.50282 0.00
H -2.04475 4.74452 -1.12671 0.00
H -3.37640 0.80572 0.12896 0.00
H -4.36192 2.24552 0.39552 0.00
H -2.82093 2.03562 1.25004 0.00
H -3.77364 -1.32579 -1.09793 0.00
H -4.95037 -2.92279 0.38614 0.00
H -3.70382 -4.19921 2.08782 0.00
H -1.25984 -3.88454 2.35316 0.00
H 4.55929 -0.22850 2.67753 0.00
H 5.14118 -0.80713 4.26174 0.00
H 3.87073 0.42986 4.16873 0.00
H 4.10988 -2.56854 1.95265 0.00
H 3.14685 -3.66260 2.97639 0.00
H 4.72672 -3.09950 3.52809 0.00
H 2.52116 -1.20026 5.74194 0.00
H 3.85979 -2.33472 5.58614 0.00
H 2.22211 -2.85099 5.17903 0.00
Se 3.85223 -0.82339 -0.29114 -0.15
F 0.72355 -0.26621 -8.59761 0.00
C 0.79265 -0.54497 -7.26891 0.00
C -0.26131 -1.15290 -6.61139 0.00
F -1.38559 -1.46585 -7.30175 0.00
C -0.18063 -1.44021 -5.26277 0.00
F -1.25365 -2.02158 -4.67643 0.00
C 0.96124 -1.15710 -4.46609 0.00
O 0.99202 -1.44596 -3.22755 0.00
C 2.00899 -0.52445 -5.18623 0.00
F 3.13472 -0.17360 -4.53532 0.00
C 1.92524 -0.23437 -6.53421 0.00
F 2.96658 0.36759 -7.15734 0.00
```

Calculated values
* multiplicity: 2
* HOMO-LUMO gap (spin up / spin down): 4.6 / 4.6 eV
* LUMO level (spin up / spin down): 0.15657 / 0.15655 Ha
* ⟨S²⟩: 0.96
* HOMO (spin up / spin down): -0.011 / -0.012 Ha
* E_tot: -172667.804 eV
* charge: -2


A single C6H12 molecule, computed with ωB97M-V/def2-TZVPD.

The geometry in XYZ format:
```
18
Properties=species:S:1:pos:R:3:nbo_charge:R:1
C 0.96020 0.37387 2.32011 -0.60
C 0.79362 0.27976 0.80149 -0.40
C -0.62522 0.61555 0.33863 -0.39
C -0.96578 0.18059 -1.07782 -0.22
C 0.07927 -0.24111 -2.07566 -0.43
C -0.84086 -1.26209 -1.46990 -0.43
H 0.68826 1.36789 2.69723 0.20
H 1.99388 0.17327 2.62184 0.21
H 0.32340 -0.35540 2.83760 0.20
H 1.06198 -0.73483 0.47355 0.19
H 1.49843 0.95651 0.29860 0.20
H -1.34529 0.13147 1.01097 0.20
H -0.78063 1.69783 0.44456 0.20
H -1.83125 0.68801 -1.50176 0.21
H 1.11880 -0.25396 -1.76117 0.21
H -0.08125 0.02523 -3.11692 0.21
H -0.43767 -1.95639 -0.73506 0.21
H -1.60990 -1.68621 -2.10631 0.21
```

Calculated values
* HOMO-LUMO gap: 11.3 eV
* LUMO level: 0.04686 Ha
* HOMO: -0.370 Ha
* E_tot: -6415.851 eV
* charge: 0


2 unconnected molecules or ions with the total composition C4H11NO2S in a non-equilibrium geometry, computed with ωB97M-V/def2-TZVPD.

The geometry in XYZ format:
```
19
Properties=species:S:1:pos:R:3:nbo_charge:R:1
O -1.21298 2.62157 -0.99970 -0.60
C -0.58922 1.75324 -0.42620 0.53
N -0.99130 1.14190 0.72958 -0.64
C 0.02474 0.47357 1.56410 -0.21
C 0.59682 -0.78940 0.91078 -0.42
C -0.51243 -1.83971 0.67110 -0.51
S -1.01632 -1.88498 -1.08725 -0.05
H 0.35063 1.37791 -0.85286 0.13
H -1.66350 1.67882 1.26182 0.39
H 0.82788 1.17753 1.82150 0.19
H -0.46571 0.15652 2.47463 0.20
H 1.07555 -0.58678 -0.04991 0.22
H 1.24135 -1.23617 1.65946 0.21
H -0.11284 -2.81652 0.90480 0.21
H -1.38929 -1.65562 1.29618 0.22
H -2.31434 -2.14844 -0.89622 0.13
O 1.71501 0.76214 -2.79989 -0.94
H 1.85162 1.46291 -3.44803 0.47
H 2.58432 0.35152 -2.73390 0.47
```

Calculated values
* HOMO-LUMO gap: 9.4 eV
* LUMO level: 0.02420 Ha
* HOMO: -0.323 Ha
* E_tot: -20746.576 eV
* charge: 0


A single H2N3O4PS molecule in a non-equilibrium geometry, computed with ωB97M-V/def2-TZVPD.

The geometry in XYZ format:
```
11
Properties=species:S:1:pos:R:3:nbo_charge:R:1
N 2.55533 0.88162 -0.65235 0.22
N 3.56418 0.56641 -0.26183 0.00
N 1.64670 1.30652 -1.32341 -0.11
O 0.50486 -0.60447 0.88123 -1.08
O 0.40883 1.65581 -0.75132 -0.52
O -1.60611 -1.77995 0.06570 -0.97
O -1.73419 0.10827 1.64532 -0.97
P -0.84432 -0.42297 0.45136 2.13
S -0.93735 0.91729 -1.20769 0.29
H -1.02749 -2.17974 -0.52266 0.50
H -2.53044 -0.44879 1.67564 0.51
```

Calculated values
* HOMO-LUMO gap: 9.6 eV
* LUMO level: -0.01093 Ha
* HOMO: -0.364 Ha
* E_tot: -32814.437 eV
* charge: 0


2 unconnected molecules or ions with the total composition C3H7NO4S in a non-equilibrium geometry, computed with ωB97M-V/def2-TZVPD.

The geometry in XYZ format:
```
16
Properties=species:S:1:pos:R:3:nbo_charge:R:1
C 0.45936 1.31938 1.77451 -0.28
C 1.27417 0.98523 0.78038 -0.32
C 1.26503 -0.24788 -0.03922 0.37
O 2.03484 -0.55837 -0.91923 -0.54
S 0.47146 -1.76131 0.76783 2.23
O -0.96045 -1.91352 0.52529 -0.94
O 0.98615 -1.82748 2.10307 -0.91
O 1.23446 -2.91678 -0.02098 -0.88
H 0.52742 2.15082 2.42870 0.22
H -0.29640 0.67501 2.03439 0.20
H 1.99078 1.62082 0.25161 0.23
H 0.91910 -3.09190 -0.97576 0.52
N -0.76181 0.38455 -1.18262 -1.06
H -1.56492 -0.16231 -0.94322 0.40
H -0.26469 0.04725 -1.90687 0.38
H -0.81399 1.36416 -0.85667 0.40
```

Calculated values
* HOMO-LUMO gap: 9.7 eV
* LUMO level: -0.01242 Ha
* HOMO: -0.370 Ha
* E_tot: -23737.429 eV
* charge: 0


A single C6H12FN molecule in a non-equilibrium geometry, computed with ωB97M-V/def2-TZVPD.

The geometry in XYZ format:
```
20
Properties=species:S:1:pos:R:3:nbo_charge:R:1
C -2.18566 -0.39032 0.10640 -0.61
C -0.71922 -0.92954 0.09043 -0.20
C -0.11669 -0.73400 -1.33040 -0.40
C 0.71211 0.47852 -0.78658 -0.05
N 2.04590 0.58827 -1.34403 -0.83
C 0.47178 -0.08197 0.61778 -0.28
C 0.42766 0.86256 1.72481 0.06
F -0.71278 1.66675 1.72222 -0.38
H -2.83502 -1.14529 -0.20602 0.21
H -2.49668 0.01879 1.06226 0.22
H -2.18285 0.48442 -0.53702 0.20
H -0.66480 -1.96283 0.51102 0.20
H -0.79510 -0.50159 -2.17185 0.21
H 0.51422 -1.63717 -1.58508 0.20
H 0.28421 1.46238 -0.82695 0.20
H 2.43338 -0.36328 -1.37699 0.34
H 2.71481 1.13480 -0.81823 0.36
H 1.31558 -0.76845 0.81991 0.21
H 1.32777 1.56499 1.69683 0.16
H 0.46137 0.25297 2.63149 0.17
```

Calculated values
* HOMO-LUMO gap: 10.1 eV
* LUMO level: 0.03781 Ha
* HOMO: -0.334 Ha
* E_tot: -10623.064 eV
* charge: 0